No. 1
C5H5BrF4 | ωB97M-V/def2-TZVPD

Structure (ORCA input):
```
! RIJCOSX wB97M-V def2-TZVPD def2/J DEFGRID3
* xyz 0 1
C -0.453 0.129 -0.165
C -1.016 0.162 -1.295
C 0.932 0.047 0.213
C -3.832 0.195 -0.605
C -4.130 -1.105 -1.153
F -4.638 1.187 -1.028
F -3.207 -1.956 -0.597
F -3.935 -1.157 -2.483
F -5.350 -1.625 -0.878
Br -3.684 0.265 1.245
H -1.111 0.314 0.756
H -1.181 -0.199 -2.281
H 0.994 1.010 0.766
H 1.076 -0.826 0.892
H 1.628 -0.157 -0.669
*
```

Values from the calculation:
- E_LUMO (spin up / spin down): -0.084 / -1.037 eV
- Energy relative to the best compared isomer or geometry (same formula, charge and spin): 408.93 kJ/mol


No. 2
ClNO3 | ωB97M-V/def2-TZVPD

Structure (ORCA input):
```
! RIJCOSX wB97M-V def2-TZVPD def2/J DEFGRID3
* xyz 0 1
O 0.419 -1.273 -0.037
N 0.612 -0.128 0.012
O 1.576 0.498 0.098
O -0.488 0.791 -0.110
Cl -2.119 0.113 0.037
*
```

Values from the calculation:
- E_LUMO: -1.337 eV
- Energy relative to the best compared isomer or geometry (same formula, charge and spin): 2.03 kJ/mol
- SMILES string: O=[N+]([O-])OCl


No. 3
InO4P | ωB97M-V/def2-TZVPD

Structure (ORCA input):
```
! RIJCOSX wB97M-V def2-TZVPD def2/J DEFGRID3
* xyz 1 2
In 0.727 -1.575 2.098
P -0.083 0.255 -0.585
O -0.599 1.509 -1.409
O -1.335 -0.359 0.005
O 0.269 0.906 0.829
O 1.021 -0.737 -0.938
*
```

Values from the calculation:
- E_LUMO (spin up / spin down): -10.170 / -10.065 eV
- Expectation value of S²: 1.78


No. 4
C33H44BBrN5O19S | ωB97M-V/def2-TZVPD

Structure (ORCA input):
```
! RIJCOSX wB97M-V def2-TZVPD def2/J DEFGRID3
* xyz 1 1
C 5.262 -2.349 -1.182
C 4.228 -1.262 -1.412
Br 5.135 0.213 -2.354
C 3.789 -0.727 -0.053
N 2.522 -0.008 -0.138
C 2.441 1.328 -0.085
N 3.482 2.122 0.001
O 3.367 3.490 0.110
N 1.129 1.715 -0.078
C 0.698 2.730 -1.027
C -0.665 3.322 -0.734
O -1.489 3.514 -1.619
O -0.903 3.686 0.533
C 0.308 0.489 0.065
C -0.868 0.615 1.056
B -0.287 -0.083 -1.353
O 0.606 -0.100 -2.407
N -1.662 -0.543 -1.478
C -2.471 0.504 -2.181
C -1.612 -1.750 -2.373
C 1.382 -0.483 0.676
C 1.696 -0.070 2.145
C 1.092 -0.906 3.293
O 2.050 -1.755 3.892
C 0.563 0.018 4.422
N 1.539 1.018 4.857
S 1.135 -2.282 0.410
C -0.541 -2.800 0.695
O 1.956 -2.994 1.347
O 1.496 -2.576 -0.954
H 4.780 -3.240 -0.793
H 5.856 -2.548 -2.063
H 5.942 -2.013 -0.401
H 3.382 -1.612 -1.984
H 4.616 -0.118 0.302
H 3.748 -1.573 0.628
H 4.429 1.774 0.001
H 3.343 3.823 -0.798
H 1.346 3.599 -0.986
H 0.739 2.406 -2.062
H -0.119 3.548 1.079
H -1.002 -0.276 1.653
H -1.778 0.964 0.591
H -0.583 1.393 1.763
H 0.262 0.375 -3.170
H -1.864 1.230 -2.725
H -3.137 0.051 -2.901
H -3.039 1.061 -1.444
H -2.511 -2.329 -2.198
H -0.739 -2.352 -2.149
H -1.585 -1.485 -3.425
H 2.769 -0.072 2.311
H 1.378 0.950 2.315
H 0.256 -1.525 2.990
H 2.722 -1.228 4.327
H 0.273 -0.638 5.237
H -0.338 0.541 4.109
H 2.478 0.846 4.535
H 1.268 1.947 4.582
H -0.697 -3.645 0.030
H -0.659 -3.146 1.712
H -1.297 -2.051 0.475
C 0.673 7.430 -3.705
C -0.256 6.682 -3.098
C -1.418 7.301 -2.368
O -2.228 6.557 -1.853
C -1.503 8.751 -2.314
C -0.572 9.500 -2.920
C 0.575 8.882 -3.669
O 1.373 9.622 -4.208
O -0.591 10.824 -2.907
O -0.218 5.349 -3.096
H 1.510 6.997 -4.236
H -2.333 9.185 -1.774
H 0.187 11.116 -3.419
H -1.005 5.014 -2.597
C -0.375 -5.734 -4.927
C 0.408 -6.814 -4.788
C 0.582 -7.504 -3.461
O 1.294 -8.485 -3.417
C -0.110 -6.955 -2.301
C -0.887 -5.879 -2.448
C -1.078 -5.206 -3.775
O -1.813 -4.234 -3.804
O -1.557 -5.312 -1.441
O 1.079 -7.349 -5.794
H -0.508 -5.231 -5.874
H 0.032 -7.447 -1.349
H -2.046 -4.571 -1.847
H 1.560 -8.116 -5.428
C -4.286 -2.933 6.146
C -3.486 -2.883 5.075
C -3.169 -1.588 4.382
O -2.414 -1.617 3.418
C -3.770 -0.372 4.880
C -4.576 -0.416 5.953
C -4.876 -1.709 6.666
O -5.599 -1.664 7.638
O -5.158 0.655 6.458
O -2.918 -3.965 4.552
H -4.518 -3.859 6.654
H -3.548 0.551 4.362
H -5.680 0.349 7.225
H -2.393 -3.657 3.794
*
```

Values from the calculation:
- E_LUMO: -3.491 eV


No. 5
C7H10BN3O2S | ωB97M-V/def2-TZVPD

Structure (ORCA input):
```
! RIJCOSX wB97M-V def2-TZVPD def2/J DEFGRID3
* xyz 0 1
C -0.636 2.764 0.653
N 0.067 1.705 -0.023
N 1.216 2.005 -0.647
C 1.912 0.984 -0.941
C 1.371 -0.349 -0.530
B 2.279 -1.312 0.336
O 1.879 -1.635 1.589
O 3.418 -1.767 -0.236
C -0.052 0.327 0.404
C -1.284 -0.339 -0.043
N -1.452 -0.981 -1.141
C -2.705 -1.460 -1.283
C -3.555 -1.178 -0.262
S -2.741 -0.273 0.952
H -1.193 3.361 -0.074
H -1.340 2.333 1.363
H 0.050 3.423 1.193
H 2.833 1.088 -1.483
H 0.905 -0.851 -1.374
H 2.435 -2.237 2.086
H 3.992 -2.323 0.290
H 0.135 0.183 1.471
H -2.949 -2.028 -2.162
H -4.586 -1.439 -0.136
*
```

Values from the calculation:
- E_LUMO: 0.161 eV
- Energy relative to the best compared isomer or geometry (same formula, charge and spin): 37.19 kJ/mol
- SMILES string: CN1N=C[C@@H](B(O)O)[C@@H]1c1nccs1


No. 6
C3H7IO | ωB97M-V/def2-TZVPD

Structure (ORCA input):
```
! RIJCOSX wB97M-V def2-TZVPD def2/J DEFGRID3
* xyz 0 1
C -0.460 -1.015 -0.821
C -0.281 0.532 1.360
C 0.010 0.220 -0.026
O 0.128 1.304 -0.781
I 2.783 -0.353 0.131
H -0.151 -0.753 -1.793
H -1.486 -1.072 -0.921
H 0.049 -2.021 -0.433
H 0.507 1.201 1.610
H -0.280 -0.342 1.991
H -1.257 1.155 1.382
H 0.437 1.143 -1.699
*
```

Values from the calculation:
- E_LUMO (spin up / spin down): -0.684 / -0.685 eV
- Energy relative to the best compared isomer or geometry (same formula, charge and spin): 72.86 kJ/mol


No. 7
C51H58BN7O3P2Re | ωB97M-V/def2-TZVPD

Structure (ORCA input):
```
! RIJCOSX wB97M-V def2-TZVPD def2/J DEFGRID3
* xyz 0 4
Re -0.157 1.079 0.913
O 0.669 4.372 3.537
C 0.349 3.297 3.037
N 0.462 2.941 1.745
C 1.053 3.949 0.891
C 1.966 3.295 -0.095
C 2.894 4.015 -0.838
C 3.701 3.339 -1.733
C 3.580 1.959 -1.847
C 2.638 1.319 -1.066
N 1.841 1.977 -0.225
C -0.199 2.223 3.935
C -0.548 2.535 5.240
C -1.034 1.528 6.055
C -1.148 0.244 5.539
C -0.773 0.025 4.228
N -0.306 0.993 3.439
H 1.595 4.676 1.495
H 0.277 4.501 0.348
H 2.976 5.086 -0.703
H 4.429 3.877 -2.328
H 4.204 1.391 -2.525
H 2.509 0.246 -1.082
H -0.428 3.555 5.574
H -1.318 1.736 7.078
H -1.521 -0.574 6.139
H -0.847 -0.960 3.785
C -2.307 -0.737 -4.255
C -3.305 -0.064 -3.561
C -2.987 1.030 -2.767
C -1.667 1.465 -2.662
C -0.670 0.772 -3.349
C -0.987 -0.321 -4.148
P -1.135 2.929 -1.698
C -1.674 4.319 -2.778
C -2.337 4.177 -3.994
C -2.693 5.295 -4.742
C -2.394 6.569 -4.284
C -1.722 6.723 -3.077
C -1.359 5.608 -2.340
C -2.320 3.019 -0.305
C -3.493 3.774 -0.356
C -4.358 3.810 0.728
C -4.047 3.073 1.863
C -2.888 2.311 1.906
C -1.980 2.273 0.841
H -2.560 -1.595 -4.867
H -4.330 -0.409 -3.621
H -3.764 1.544 -2.212
H 0.361 1.098 -3.251
H -0.205 -0.850 -4.681
H -2.578 3.189 -4.368
H -3.210 5.166 -5.685
H -2.678 7.439 -4.864
H -1.478 7.714 -2.713
H -0.832 5.739 -1.399
H -3.734 4.339 -1.250
H -5.266 4.399 0.683
H -4.713 3.086 2.719
H -2.700 1.719 2.795
O -3.139 -0.078 0.175
B -1.745 -0.209 -0.001
O -1.526 -1.365 -0.782
C -2.754 -1.895 -1.073
C -3.066 -3.001 -1.828
C -4.422 -3.296 -1.979
C -5.405 -2.507 -1.389
C -5.071 -1.390 -0.621
C -3.731 -1.115 -0.480
H -2.299 -3.604 -2.297
H -4.713 -4.159 -2.565
H -6.449 -2.761 -1.528
H -5.825 -0.756 -0.171
N 0.804 -0.577 0.780
P 1.558 -1.918 0.690
N 2.769 -1.936 1.871
C 4.170 -2.318 1.686
C 5.035 -1.126 1.282
C 4.934 -0.030 2.344
C 3.473 0.329 2.608
C 2.668 -0.923 2.938
N 0.522 -3.214 0.918
C 0.962 -4.597 0.758
C 1.431 -5.218 2.074
C 0.318 -5.124 3.116
C -0.143 -3.675 3.267
C -0.554 -3.102 1.908
N 2.234 -2.166 -0.828
C 3.312 -3.075 -1.273
C 3.069 -3.627 -2.680
C 1.636 -4.123 -2.857
C 0.622 -3.008 -2.520
C 1.324 -1.790 -1.936
H 4.258 -3.129 0.982
H 4.532 -2.706 2.646
H 4.677 -0.741 0.320
H 6.073 -1.445 1.155
H 5.502 0.853 2.045
H 5.384 -0.402 3.272
H 3.029 0.785 1.718
H 3.392 1.051 3.424
H 1.626 -0.667 3.094
H 3.048 -1.381 3.860
H 1.739 -4.651 0.001
H 0.109 -5.173 0.377
H 2.310 -4.672 2.430
H 1.723 -6.259 1.910
H 0.651 -5.527 4.075
H -0.531 -5.735 2.787
H 0.681 -3.073 3.669
H -0.981 -3.611 3.967
H -0.847 -2.059 1.984
H -1.418 -3.659 1.525
H 3.406 -3.929 -0.608
H 4.274 -2.554 -1.260
H 3.776 -4.443 -2.839
H 3.298 -2.866 -3.429
H 1.477 -4.987 -2.207
H 1.497 -4.477 -3.879
H -0.102 -3.356 -1.783
H 0.062 -2.697 -3.406
H 0.588 -1.081 -1.569
H 1.912 -1.282 -2.708
*
```

Values from the calculation:
- E_LUMO (spin up / spin down): 0.491 / 0.134 eV
- Energy relative to the best compared isomer or geometry (same formula, charge and spin): 0.00 kJ/mol
- Expectation value of S²: 3.77


No. 8
C4H7NO | ωB97M-V/def2-TZVPD

Structure (ORCA input):
```
! RIJCOSX wB97M-V def2-TZVPD def2/J DEFGRID3
* xyz 0 1
C -0.998 0.728 -1.171
C 0.405 0.732 -0.598
C 0.163 0.055 1.525
N 0.350 -1.218 1.145
C 0.733 -1.914 0.262
O 1.229 -0.096 -1.028
H -1.002 1.348 -2.078
H -1.245 -0.295 -1.475
H -1.761 1.114 -0.489
H 0.753 1.675 -0.144
H 1.063 0.500 1.947
H -0.763 0.269 2.054
H 1.095 -2.910 0.072
*
```

Values from the calculation:
- E_LUMO: 1.064 eV
- Energy relative to the best compared isomer or geometry (same formula, charge and spin): 431.58 kJ/mol


Molecular weight, respectively: 221.0; 97.5; 209.8; 937.5; 211.1; 186.0; 1076.0; 85.1 g/mol.